Formula: C23H65O16
Source: the OMol25 dataset
Level of theory: ωB97M-V/def2-TZVPD

Properties
* E: -2118.84670 hartree
* E_LUMO (spin up / spin down): 0.135 / -4.392 eV
* highest occupied orbital energy (spin up / spin down): -9.647 / -9.644 eV
* 2S+1: 2
* total charge: 0

Geometry as XYZ:
```
104
Properties=species:S:1:pos:R:3:forces:R:3
C 0.842 -0.364 0.530 0.5347 0.7274 -0.4303
C -0.537 -0.596 -0.103 1.6356 0.5954 0.6425
O -0.835 0.186 -1.225 0.1455 -1.5501 1.6299
H 1.646 -0.429 -0.204 -0.1304 -0.0103 -0.3883
H 1.157 -1.072 1.297 -0.6519 -0.2033 0.0969
H 0.936 0.633 0.959 -0.2207 0.0683 0.1027
H -1.301 -0.553 0.673 -0.7522 0.4835 -0.0146
H -0.550 -1.674 -0.265 -0.4364 -0.5128 -0.9459
C -2.590 2.875 5.249 -0.2447 -0.9733 0.2098
C -2.395 2.324 3.828 -0.1309 -0.8427 1.1349
C -1.530 1.031 3.835 0.2413 0.7220 1.3123
O -3.704 1.985 3.327 1.2811 0.7362 0.2333
H -3.319 3.672 5.395 0.1630 0.2197 -0.6603
H -1.665 3.140 5.763 0.1084 0.0597 -0.2496
H -3.031 2.042 5.798 0.0397 -0.1425 0.3013
H -1.814 3.035 3.239 -0.5160 0.3313 -0.5251
H -1.200 0.731 2.841 -0.0820 -0.0507 0.0261
H -1.956 0.203 4.400 -0.6945 -0.0052 -0.4935
H -0.674 1.215 4.484 0.6195 0.3438 -0.4368
H -3.453 1.597 2.486 -0.7249 -0.1521 -0.6356
C -3.462 -3.595 1.342 -0.2061 -0.3471 -0.0354
C -3.197 -3.111 2.721 1.0023 1.2579 1.0359
C -3.514 -1.655 2.854 -1.4112 1.0427 -0.2267
O -3.905 -3.816 3.736 -0.2967 -0.7188 -0.7227
H -2.995 -4.577 1.267 -0.4610 -0.1014 -0.5928
H -2.997 -2.883 0.659 0.2950 -0.1912 -0.1372
H -4.525 -3.552 1.108 -0.0710 -0.5059 0.0360
H -2.118 -3.185 2.861 0.3191 -0.4521 0.3384
H -3.435 -1.299 3.881 0.1384 0.0595 -0.1566
H -4.547 -1.507 2.542 -0.5382 -0.1784 0.4204
H -3.071 -0.946 2.155 0.9221 -0.2356 0.1493
H -3.514 -3.705 4.606 0.2284 0.2295 -0.1621
C 2.197 -2.950 -3.824 1.3300 0.8498 -0.2685
C 2.268 -4.142 -2.885 0.4128 0.3206 0.6364
C 2.726 -3.789 -1.449 0.3278 -0.3686 -0.9169
O 0.983 -4.648 -2.776 -0.8317 -1.2057 -0.1001
H 3.143 -2.438 -4.002 0.5702 -0.3639 0.1462
H 1.631 -2.114 -3.413 -0.6499 -0.2875 0.0722
H 1.867 -3.210 -4.830 -0.4389 -0.1638 0.2214
H 2.886 -4.939 -3.299 0.1619 0.0495 -0.0819
H 2.710 -4.647 -0.777 -0.3378 -0.1798 -0.2390
H 1.978 -3.074 -1.107 0.4274 0.4020 0.3763
H 3.767 -3.465 -1.440 -0.1237 0.6790 0.1099
H 0.402 -3.891 -2.674 -0.5508 0.0590 0.0033
C 5.663 -1.128 3.320 0.9078 0.4365 2.0260
C 4.398 -1.875 3.108 0.1012 -1.5905 -1.2766
O 4.744 -3.225 2.640 -0.3611 1.1650 0.2725
O 6.304 -0.709 2.139 -0.3061 -0.0260 -0.5830
H 6.343 -1.772 3.878 0.0542 -0.4344 0.0649
H 5.574 -0.270 3.986 -0.6749 0.2771 0.0475
H 3.851 -1.394 2.296 -0.4297 0.2108 0.1165
H 3.767 -2.047 3.979 0.2643 0.4424 0.0588
H 5.335 -3.021 1.910 0.2083 -0.4729 -0.3382
H 6.992 -0.115 2.450 0.1977 0.0255 -0.4017
C -2.241 3.649 -1.599 0.9964 0.5867 0.1183
C -0.860 3.980 -1.002 -0.0527 0.5173 0.5935
O -0.610 3.191 0.164 -0.1094 -0.5687 0.3688
O -2.156 2.498 -2.376 -0.8205 -0.5566 -0.8054
H -2.629 4.425 -2.259 0.4316 0.1462 -0.2033
H -3.002 3.595 -0.820 0.1059 -0.2493 0.5183
H -0.756 4.995 -0.617 -0.4923 0.2104 -0.1752
H -0.004 3.841 -1.662 -0.5367 -0.0504 -0.6616
H -0.391 2.304 -0.131 0.1595 -0.1231 -0.0360
H -1.792 1.718 -1.951 -0.0216 0.3023 0.1831
C 1.847 2.194 -2.959 -1.2245 -1.7269 0.2203
C 2.128 3.320 -3.903 1.0210 -0.8251 -0.6817
O 1.161 4.307 -3.885 -0.6646 0.9189 0.3484
O 0.524 1.667 -3.186 0.0826 0.7883 -0.3812
H 1.906 2.395 -1.889 0.4955 0.5166 0.0310
H 2.456 1.327 -3.213 1.0137 0.4084 0.2274
H 2.224 2.884 -4.897 -0.4329 -0.1784 -0.3252
H 3.141 3.695 -3.757 0.1399 0.2111 0.5659
H 1.578 5.170 -3.936 -0.0548 -0.0205 -0.0427
H 0.300 1.084 -2.457 0.2412 0.1656 0.0207
C 4.573 2.730 1.763 -1.0475 -3.4590 0.3375
C 3.558 1.917 0.807 1.3549 1.1941 1.4019
O 4.138 1.950 -0.465 0.4675 -0.4007 -1.0624
O 4.470 4.053 1.574 -0.0291 2.8344 -0.7122
H 5.567 2.322 1.579 0.2205 -0.0435 -0.4801
H 4.458 2.576 2.836 -0.6714 -0.3066 0.0606
H 2.603 2.431 0.706 -0.3076 -0.0451 0.7783
H 3.450 0.878 1.117 0.0271 0.0642 -0.0315
H 4.079 2.855 -0.778 -0.0483 -0.0001 -0.2338
H 4.841 4.294 0.722 0.1055 0.1729 -0.0134
C -1.856 -2.515 -3.695 -1.5955 0.7015 -0.9025
C -1.263 -1.567 -4.768 -0.1921 -0.7941 1.1139
O -1.242 -0.276 -4.202 -0.0421 0.2009 -0.4641
O -0.929 -2.739 -2.670 0.9435 -0.1903 0.7935
H -2.272 -3.455 -4.057 0.5885 -0.1904 -0.1504
H -2.685 -2.021 -3.189 -0.3922 0.2177 -0.5709
H -1.793 -1.512 -5.718 -0.2400 -0.1123 0.2476
H -0.257 -1.947 -4.947 0.2306 0.1046 -0.2783
H -0.884 -0.355 -3.316 0.1959 0.2113 -0.1378
H -0.973 -1.998 -2.062 -0.0575 -0.1730 -0.1001
C -4.687 0.917 0.044 -0.6499 -0.3638 -0.9030
C -4.644 -0.438 -0.680 -1.1324 0.1977 0.0930
O -3.688 -0.470 -1.707 0.4054 0.2100 -0.1811
O -3.477 1.193 0.709 0.2571 -0.2041 0.1238
H -5.554 1.065 0.687 0.3343 -0.5906 0.6272
H -4.887 1.677 -0.712 0.3681 0.1026 -0.4092
H -5.610 -0.554 -1.173 -0.0996 -0.0657 -0.0241
H -4.500 -1.328 -0.068 -0.1097 0.2695 0.6227
H -2.826 -0.443 -1.285 0.2218 0.0491 -0.2350
H -2.814 1.231 0.016 0.2523 0.4087 0.0044
```
Forces are in eV/Å.

These are the Löwdin partial charges, in e, on atoms 1 to 99: -0.053 -0.272 -0.028 0.081 0.088 0.061 0.115 0.138 -0.059 -0.448 -0.056 -0.058 0.076 0.075 0.076 0.127 0.056 0.063 0.073 0.017 -0.051 -0.523 -0.071 -0.026 0.092 0.062 0.093 0.134 0.078 0.091 0.047 0.091 -0.061 -0.497 -0.040 -0.057 0.076 0.063 0.085 0.136 0.078 0.060 0.075 0.024 -0.286 -0.203 -0.078 -0.054 0.122 0.118 0.100 0.127 0.067 0.089 -0.226 -0.194 -0.074 -0.043 0.124 0.109 0.120 0.093 0.031 0.018 -0.214 -0.271 -0.027 -0.076 0.100 0.123 0.122 0.120 0.094 0.016 -0.280 -0.212 -0.075 -0.029 0.110 0.116 0.106 0.094 0.074 0.094 -0.196 -0.193 -0.044 -0.079 0.130 0.104 0.127 0.098 0.022 0.041 -0.194 -0.216 -0.049 -0.081 0.133



Formula: C4H10NO3
Source: the OMol25 dataset
Level of theory: ωB97M-V/def2-TZVPD

Properties
* E: -438.49300 hartree
* E_LUMO: -3.509 eV
* highest occupied orbital energy: -11.814 eV
* 2S+1: 1
* total charge: +1

Geometry as XYZ:
```
18
Properties=species:S:1:pos:R:3:forces:R:3
C -0.508 0.027 1.504 1.1796 -0.1024 -0.7911
C 0.739 0.050 -0.743 -1.1057 -0.5333 -1.8314
C 0.323 0.881 0.453 0.1220 -1.9532 -0.2578
C -1.640 -0.855 -0.398 0.1958 3.9680 0.6445
N 1.817 -1.009 -0.505 1.9090 1.4101 -2.1571
O -1.136 -1.048 0.806 -1.1918 -0.1863 -1.1162
O -0.651 1.800 -0.030 0.7416 2.2417 -1.0438
O -2.274 0.223 -0.822 1.0203 -0.8588 0.9321
H 0.083 -0.578 2.180 0.4956 0.6165 0.4975
H -1.213 0.633 2.056 -0.2043 0.1959 -0.0218
H 1.059 0.703 -1.604 -0.3124 -0.8004 0.9537
H 1.220 1.336 0.845 -0.2332 0.7915 1.0396
H -1.904 -1.708 -0.920 -0.1471 -1.8390 -0.8693
H 2.802 -0.732 -1.026 -2.4728 -0.6087 2.5907
H 1.672 -1.922 -0.929 -0.8347 0.0622 -0.3651
H 1.784 -1.220 0.482 1.2092 0.1233 0.5404
H -0.359 2.273 -0.858 -0.0017 -0.5517 1.2464
H -1.813 1.143 -0.490 -0.3692 -1.9753 0.0086
```
Forces are in eV/Å.

Per-atom natural (NBO) charges, elementary charge units: -0.112 -0.445 0.018 0.681 -0.716 -0.464 -0.696 -0.642 0.213 0.235 0.196 0.197 0.193 0.447 0.429 0.429 0.517 0.519



Copy entry 2 word for word.
Formula: C4H10NO3
Source: the OMol25 dataset
Level of theory: ωB97M-V/def2-TZVPD

Properties
* E: -438.49300 hartree
* E_LUMO: -3.509 eV
* highest occupied orbital energy: -11.814 eV
* 2S+1: 1
* total charge: +1

Geometry as XYZ:
```
18
Properties=species:S:1:pos:R:3:forces:R:3
C -0.508 0.027 1.504 1.1796 -0.1024 -0.7911
C 0.739 0.050 -0.743 -1.1057 -0.5333 -1.8314
C 0.323 0.881 0.453 0.1220 -1.9532 -0.2578
C -1.640 -0.855 -0.398 0.1958 3.9680 0.6445
N 1.817 -1.009 -0.505 1.9090 1.4101 -2.1571
O -1.136 -1.048 0.806 -1.1918 -0.1863 -1.1162
O -0.651 1.800 -0.030 0.7416 2.2417 -1.0438
O -2.274 0.223 -0.822 1.0203 -0.8588 0.9321
H 0.083 -0.578 2.180 0.4956 0.6165 0.4975
H -1.213 0.633 2.056 -0.2043 0.1959 -0.0218
H 1.059 0.703 -1.604 -0.3124 -0.8004 0.9537
H 1.220 1.336 0.845 -0.2332 0.7915 1.0396
H -1.904 -1.708 -0.920 -0.1471 -1.8390 -0.8693
H 2.802 -0.732 -1.026 -2.4728 -0.6087 2.5907
H 1.672 -1.922 -0.929 -0.8347 0.0622 -0.3651
H 1.784 -1.220 0.482 1.2092 0.1233 0.5404
H -0.359 2.273 -0.858 -0.0017 -0.5517 1.2464
H -1.813 1.143 -0.490 -0.3692 -1.9753 0.0086
```
Forces are in eV/Å.

Per-atom natural (NBO) charges, elementary charge units: -0.112 -0.445 0.018 0.681 -0.716 -0.464 -0.696 -0.642 0.213 0.235 0.196 0.197 0.193 0.447 0.429 0.429 0.517 0.519